A 22-piece molecular cluster, C124H118F18N4 overall. Source: OMol25; level of theory: wB97M-V/def2-TZVPD.

Computed properties:
Electronic energy   -185373.9076 eV
Frontier orbital gap   9.6 eV
E_LUMO   0.0184 Ha
HOMO   -9.088 eV

```
264
C124H118F18N4, DFT wB97M-V/def2-TZVPD
F 1.273 -10.468 -3.240
C 1.372 -9.417 -4.025
C 0.574 -9.399 -5.143
C 0.703 -8.357 -6.042
C 1.680 -7.328 -5.837
C 2.465 -7.376 -4.721
C 2.361 -8.461 -3.830
H -0.134 -10.182 -5.349
H 0.090 -8.229 -6.965
H 1.703 -6.588 -6.632
H 3.125 -6.553 -4.377
H 2.943 -8.456 -2.916
F 2.334 2.559 0.712
C 2.909 3.744 0.326
C 4.258 3.810 0.148
C 4.844 5.034 -0.174
C 4.046 6.140 -0.401
C 2.671 6.033 -0.243
C 2.108 4.825 0.129
H 4.921 2.934 0.304
H 5.894 5.069 -0.385
H 4.437 7.161 -0.528
H 1.987 6.908 -0.353
H 1.047 4.693 0.216
F 0.517 -1.817 -2.671
C -0.212 -1.139 -1.724
C 0.504 -0.248 -0.999
C -0.249 0.494 -0.053
C -1.567 0.274 0.147
C -2.240 -0.547 -0.751
C -1.572 -1.323 -1.622
H 1.603 -0.241 -1.187
H 0.250 1.244 0.524
H -2.195 0.838 0.791
H -3.293 -0.726 -0.560
H -2.110 -2.000 -2.275
F -5.772 0.639 3.403
C -4.950 -0.236 3.931
C -5.440 -0.886 5.085
C -4.563 -1.795 5.674
C -3.321 -2.069 5.038
C -2.896 -1.372 3.897
C -3.755 -0.475 3.311
H -6.389 -0.593 5.396
H -4.842 -2.292 6.561
H -2.626 -2.692 5.529
H -1.900 -1.513 3.477
H -3.513 0.054 2.404
F -0.506 2.078 7.009
C -0.287 2.237 5.727
C -1.296 1.903 4.781
C -1.073 2.254 3.461
C 0.078 2.964 3.047
C 1.081 3.168 3.966
C 0.893 2.865 5.306
H -2.279 1.555 5.061
H -1.868 2.230 2.704
H 0.258 3.242 2.020
H 2.057 3.541 3.698
H 1.694 2.990 6.001
F -1.476 3.864 -1.414
C -2.570 3.506 -0.688
C -3.613 2.951 -1.412
C -4.720 2.495 -0.672
C -4.747 2.545 0.670
C -3.694 3.126 1.340
C -2.639 3.669 0.660
H -3.634 2.862 -2.493
H -5.582 2.168 -1.213
H -5.632 2.224 1.261
H -3.779 3.201 2.419
H -1.764 4.084 1.159
F -2.470 -4.556 -2.638
C -2.884 -5.876 -2.488
C -2.262 -6.874 -3.189
C -2.633 -8.199 -2.973
C -3.619 -8.433 -1.982
C -4.253 -7.382 -1.324
C -3.846 -6.078 -1.528
H -1.541 -6.701 -3.985
H -2.169 -9.076 -3.412
H -3.944 -9.473 -1.826
H -5.038 -7.465 -0.580
H -4.224 -5.203 -1.001
F 0.012 -2.506 2.792
C 0.664 -2.127 3.916
C 0.901 -0.792 4.193
C 1.698 -0.549 5.301
C 2.197 -1.553 6.170
C 1.808 -2.844 5.965
C 1.001 -3.121 4.817
H 0.619 0.028 3.557
H 1.956 0.490 5.579
H 2.858 -1.232 6.984
H 2.083 -3.702 6.615
H 0.764 -4.170 4.576
F -2.726 -2.535 -5.284
C -1.377 -2.532 -5.481
C -0.600 -3.545 -5.053
C 0.774 -3.472 -5.238
C 1.343 -2.327 -5.842
C 0.482 -1.309 -6.354
C -0.876 -1.368 -6.097
H -1.036 -4.422 -4.639
H 1.300 -4.348 -4.870
H 2.406 -2.211 -6.032
H 0.862 -0.482 -6.934
H -1.505 -0.594 -6.439
F 4.275 5.381 4.773
C 5.047 4.367 4.308
C 4.749 3.084 4.624
C 5.549 2.116 4.127
C 6.509 2.343 3.179
C 6.775 3.654 2.751
C 6.078 4.682 3.364
H 4.009 2.912 5.389
H 5.377 1.081 4.488
H 7.137 1.545 2.839
H 7.539 3.855 2.050
H 6.162 5.737 3.098
F -3.627 4.337 4.359
C -3.002 5.552 4.364
C -3.073 6.284 3.191
C -2.571 7.555 3.132
C -1.950 8.092 4.236
C -1.749 7.285 5.370
C -2.347 6.065 5.467
H -3.668 5.872 2.360
H -2.682 8.068 2.150
H -1.465 8.992 4.223
H -1.250 7.762 6.211
H -2.320 5.396 6.377
F 3.048 -6.667 2.518
C 2.192 -6.196 1.576
C 1.780 -7.028 0.586
C 0.982 -6.542 -0.406
C 0.550 -5.216 -0.402
C 1.003 -4.321 0.603
C 1.803 -4.874 1.587
H 2.118 -8.072 0.530
H 0.693 -7.255 -1.148
H -0.104 -4.813 -1.141
H 0.821 -3.288 0.593
H 2.184 -4.330 2.413
F 0.280 3.658 -3.893
C -0.858 2.986 -4.176
C -1.901 3.687 -4.811
C -3.066 2.980 -5.170
C -3.128 1.609 -4.877
C -2.126 0.945 -4.156
C -0.974 1.639 -3.776
H -1.622 4.661 -5.114
H -3.841 3.546 -5.674
H -4.012 1.000 -5.101
H -2.309 -0.068 -3.978
H -0.131 1.156 -3.318
F 5.377 -6.365 -2.046
C 4.940 -5.131 -2.594
C 3.806 -4.609 -2.000
C 3.169 -3.513 -2.621
C 3.859 -2.907 -3.682
C 5.020 -3.473 -4.267
C 5.589 -4.625 -3.698
H 3.368 -5.061 -1.169
H 2.349 -2.927 -2.145
H 3.471 -2.063 -4.203
H 5.398 -3.004 -5.162
H 6.440 -5.080 -4.180
F 6.316 2.617 -2.621
C 6.998 2.143 -1.572
C 7.828 2.999 -0.927
C 8.596 2.623 0.105
C 8.608 1.245 0.483
C 7.757 0.335 -0.189
C 6.963 0.802 -1.251
H 7.902 4.026 -1.325
H 9.209 3.344 0.656
H 9.184 0.954 1.318
H 7.720 -0.736 0.070
H 6.395 0.174 -1.932
F -4.883 8.820 0.059
C -3.930 8.547 -0.838
C -3.458 7.262 -1.053
C -2.350 7.074 -1.855
C -1.823 8.116 -2.558
C -2.339 9.415 -2.380
C -3.380 9.630 -1.498
H -3.850 6.396 -0.572
H -1.917 6.104 -1.806
H -0.968 7.946 -3.197
H -1.864 10.220 -2.900
H -3.696 10.644 -1.208
F 4.017 -0.919 -1.027
C 4.384 -1.392 0.190
C 5.083 -2.550 0.298
C 5.367 -2.992 1.630
C 4.909 -2.359 2.790
C 4.179 -1.183 2.571
C 3.931 -0.703 1.271
H 5.409 -3.014 -0.650
H 5.872 -3.955 1.762
H 5.066 -2.722 3.791
H 3.741 -0.621 3.394
H 3.300 0.133 1.026
F -0.748 6.040 1.240
C 0.164 6.987 1.647
C 0.132 8.236 1.044
C 1.073 9.169 1.331
C 1.966 8.980 2.414
C 1.879 7.788 3.123
C 1.035 6.750 2.679
H -0.630 8.481 0.354
H 1.028 10.101 0.743
H 2.777 9.658 2.660
H 2.530 7.565 3.936
H 1.025 5.789 3.115
C -7.568 -1.856 2.570
C -7.443 -3.342 2.406
C -6.032 -3.908 2.808
C -4.994 -3.573 1.863
N -4.337 -3.242 0.963
H -8.522 -1.520 2.086
H -6.746 -1.393 2.076
H -7.514 -1.475 3.580
H -7.562 -3.478 1.313
H -8.100 -4.002 2.948
H -6.075 -4.991 2.819
H -5.622 -3.609 3.764
C -1.926 -5.122 3.413
C -1.755 -5.459 1.947
C -2.328 -6.838 1.562
C -3.749 -6.754 1.755
N -4.882 -6.898 1.911
H -1.516 -5.938 3.947
H -3.022 -5.144 3.609
H -1.506 -4.131 3.698
H -0.723 -5.533 1.750
H -2.150 -4.724 1.280
H -1.883 -7.579 2.185
H -2.045 -7.060 0.524
C -6.891 -0.597 -3.995
C -5.723 -1.518 -3.642
C -5.389 -1.278 -2.174
C -6.598 -1.539 -1.392
N -7.526 -1.875 -0.841
H -6.709 0.364 -3.527
H -7.842 -1.006 -3.589
H -6.982 -0.467 -5.099
H -4.856 -1.198 -4.207
H -5.942 -2.575 -3.895
H -4.996 -0.285 -2.045
H -4.626 -1.899 -1.707
C 2.793 1.275 -5.145
C 3.565 1.295 -3.840
C 3.299 2.586 -3.017
C 3.685 3.759 -3.777
N 3.857 4.755 -4.312
H 2.933 2.167 -5.767
H 1.762 1.036 -4.927
H 3.188 0.425 -5.768
H 4.662 1.198 -4.031
H 3.259 0.391 -3.232
H 3.916 2.527 -2.107
H 2.278 2.748 -2.686
```

Löwdin atomic charge list, values in e, 8 entries: number 1, F, carries 0.09; number 2, C, carries -0.32; number 3, C, carries -0.04; number 4, C, carries -0.07; number 5, C, carries -0.10; number 6, C, carries -0.09; number 7, C, carries 0.00; number 8, H, carries 0.11

---

C4H15N2O as an isolated structure. Source: OMol25; level of theory: wB97M-V/def2-TZVPD.

Computed properties:
Electronic energy   -9404.0844 eV
Net charge   +1
Frontier orbital gap   5.0 eV
Relative energy (zero: lowest compared OMol25 entry of this formula, charge and spin)   924.12 kJ/mol
E_LUMO   -0.3477 Ha
HOMO   -14.422 eV

```
22
C4H15N2O, DFT wB97M-V/def2-TZVPD
N -1.728 -0.775 1.805
C -1.643 0.569 1.159
C -0.149 1.026 1.132
N 0.506 0.384 -0.030
C 1.862 -0.185 0.231
C 2.420 -0.963 -0.917
H -2.663 -1.060 2.009
H -2.579 3.683 -4.383
H -1.339 -1.506 1.147
H -2.053 0.677 0.123
H -2.143 1.308 1.840
H 0.205 0.808 2.119
H -0.286 2.162 1.005
H 0.129 -0.679 -0.138
H 1.860 -0.791 1.166
H 2.634 0.529 0.478
H 1.811 -1.938 -1.013
H 2.247 -0.314 -1.782
H 3.478 -1.132 -0.606
H -2.159 3.002 -4.562
H -0.456 -2.622 -0.718
O 0.047 -2.183 -0.065
```

natural (NBO) atomic charge list, values in e, 8 entries: number 1, N, carries -0.68; number 2, C, carries -0.23; number 3, C, carries -0.28; number 4, N, carries -0.22; number 5, C, carries -0.30; number 6, C, carries -0.64; number 7, H, carries 0.40; number 8, H, carries 0.01

---

A 3-piece molecular cluster, C4H9Br3NSi overall. Source: OMol25; level of theory: wB97M-V/def2-TZVPD.

Computed properties:
Electronic energy   -223782.5394 eV
Net charge   +1
Frontier orbital gap   8.7 eV
E_LUMO   -0.1508 Ha
HOMO   -12.822 eV

```
18
C4H9Br3NSi, DFT wB97M-V/def2-TZVPD
C 0.024 1.231 -1.577
C -1.209 0.617 -0.977
C 0.433 2.084 -0.356
C -1.149 0.471 0.317
N -0.081 1.390 0.889
Si 0.655 -3.305 0.884
Br 1.493 -1.689 2.329
Br -0.929 -4.423 2.027
Br 2.659 -4.002 0.089
H 0.761 0.493 -1.840
H -0.146 1.807 -2.445
H -2.120 0.396 -1.488
H 0.069 -3.217 -1.066
H 1.509 2.071 -0.277
H -0.147 2.999 -0.413
H -1.841 -0.079 1.047
H 0.726 1.032 1.458
H -0.709 2.125 1.399
```

natural (NBO) atomic charge list, values in e, 8 entries: number 1, C, carries -0.45; number 2, C, carries -0.14; number 3, C, carries -0.22; number 4, C, carries -0.08; number 5, N, carries -0.55; number 6, Si, carries 0.82; number 7, Br, carries -0.31; number 8, Br, carries -0.20

---

C6H19BBr2F6NO10S2Zr as an isolated structure. Source: OMol25; level of theory: wB97M-V/def2-TZVPD.

Computed properties:
Electronic energy   -208508.4475 eV
Frontier orbital gap (spin up / spin down)   5.8 / 9.3 eV
E_LUMO (spin up / spin down)   -0.0261 / -0.0275 Ha
2S+1   2
⟨S²⟩   0.751
HOMO (spin up / spin down)   -6.532 / -10.084 eV

```
48
C6H19BBr2F6NO10S2Zr, DFT wB97M-V/def2-TZVPD
Zr -0.727 -1.442 1.261
C 2.656 -2.251 -1.330
F 1.953 -3.201 -1.986
F 4.008 -2.346 -1.630
F 2.228 -1.038 -1.554
S 2.473 -2.659 0.606
O 1.766 -3.917 0.560
O 3.736 -2.743 1.214
N 1.362 -1.475 1.318
S 2.517 -0.347 1.642
O 3.706 -0.168 0.814
O 1.820 0.919 1.687
C 3.086 -0.680 3.582
F 1.945 -0.766 4.259
F 3.773 -1.816 3.766
F 3.758 0.438 4.040
C -2.179 -4.049 -1.922
C -1.756 -3.100 -0.845
O -0.511 -2.968 -0.566
O -2.435 -2.390 -0.071
H -2.627 -4.946 -1.494
H -1.345 -4.478 -2.477
H -2.962 -3.638 -2.559
B -0.687 0.399 -0.155
H -0.516 0.630 0.885
H -0.618 1.336 -0.686
H 0.029 -0.303 -0.552
H -1.627 -0.131 -0.155
Br -2.419 5.470 -1.539
C -0.835 4.706 -2.370
C -0.810 5.077 -3.753
Br 0.967 4.386 -4.519
H -0.916 3.619 -2.340
H -0.002 5.047 -1.755
H -0.842 6.155 -3.913
H -1.719 4.834 -4.304
O -2.818 -0.368 1.874
H -3.530 -0.383 1.234
H -3.204 0.035 2.652
O -1.350 2.087 3.112
H -1.606 2.276 4.015
H -0.939 2.895 2.805
O -0.362 -0.347 3.206
H -0.061 -0.606 4.077
H -0.717 0.533 3.326
O -0.266 0.660 -3.401
H -0.199 0.184 -2.573
H -1.196 0.871 -3.482
```

natural (NBO) atomic charge list, values in e, 8 entries: number 1, Zr, carries 1.88; number 2, C, carries 0.82; number 3, F, carries -0.28; number 4, F, carries -0.31; number 5, F, carries -0.28; number 6, S, carries 2.11; number 7, O, carries -0.91; number 8, O, carries -0.87

---

Calculated max |F| (eV/A), listed in the same order as above: 3.3; 4.4; 3.4; 6.4